DFT (ωB97M-V with the def2-TZVPD basis set) results for a cluster of 15 separate species, C33H102N24O15 in total at a distorted geometry.

Properties
Energy relative to the best compared isomer or geometry (same formula, charge and spin) (eV): 2.056
Max |F| (hartree/bohr): 0.06793
Gap between HOMO and LUMO (eV): 8.111

Each line ends with the Mulliken charge.
Atoms and positions in Å:
C1 -5.93916 -1.73008 5.79028  -1.6380
C2 -6.22466 -1.87337 4.32133  0.8207
C3 -5.18516 -2.63225 3.49192  -0.8323
O1 -4.16340 -1.71841 3.20049  -0.2332
C4 -3.00743 -2.35710 2.64950  -0.6033
N1 -7.58519 -2.37962 4.20300  -0.7979
H1 -4.89484 -1.44278 5.96613  0.3322
H2 -5.97574 -2.67133 6.34160  0.3618
H3 -6.54201 -0.94283 6.24036  0.4150
H4 -6.33483 -0.87915 3.85990  0.0853
H5 -5.64809 -3.06949 2.60054  0.3497
H6 -4.75966 -3.42801 4.11588  0.3379
H7 -2.21963 -1.61623 2.79139  0.0260
H8 -3.12864 -2.59757 1.59373  0.0029
H9 -2.67887 -3.23119 3.21490  0.5355
H10 -7.85102 -2.12875 3.24886  0.3004
H11 -8.28289 -1.82697 4.68948  0.2830
C5 5.64657 0.51572 -1.57802  -0.5896
C6 5.96077 1.83176 -2.37398  0.8094
C7 5.81828 3.13815 -1.63933  -1.3546
O2 4.53729 3.48377 -1.13557  -0.4241
C8 3.53378 3.60025 -2.15749  -0.7316
N2 7.35495 1.70319 -2.82679  -0.7792
H12 6.56132 0.11145 -1.14604  0.4373
H13 5.21094 -0.26209 -2.20272  0.1894
H14 5.00293 0.82182 -0.74771  -0.3249
H15 5.34091 1.84335 -3.27455  0.3941
H16 6.05725 3.88546 -2.40498  0.2996
H17 6.67841 3.19560 -0.96629  0.3742
H18 2.82482 4.34262 -1.78124  0.0884
H19 3.07993 2.63659 -2.37060  0.1696
H20 3.99735 4.19535 -2.94987  0.4580
H21 7.89408 1.25306 -2.09939  0.3012
H22 7.39596 1.04997 -3.59934  0.2882
C9 3.10301 1.12687 4.73016  -0.9895
C10 2.24141 2.00555 5.65860  0.6586
C11 0.75101 1.63300 5.53682  -0.9259
O3 0.21095 1.84873 4.24223  -0.3128
C12 -1.17149 1.49488 4.25306  -1.0431
N3 2.69241 1.85431 7.03154  -0.7591
H23 4.13225 1.09050 5.08963  0.4717
H24 3.10894 1.52764 3.71959  -0.2847
H25 2.75103 0.09247 4.77686  0.4598
H26 2.40562 3.02241 5.29047  0.2794
H27 0.12898 2.05345 6.33731  0.2673
H28 0.72592 0.57057 5.82826  0.3191
H29 -1.53408 2.12626 3.43583  0.2080
H30 -1.69599 1.75998 5.17156  0.5017
H31 -1.41051 0.46724 3.96908  0.3328
H32 2.93163 0.88404 7.20178  0.2722
H33 1.90402 2.10704 7.61833  0.2744
C13 0.07592 -3.82751 0.90072  -0.0388
C14 -0.03079 -5.31208 1.26171  0.1737
C15 1.32019 -6.09011 1.17179  -0.6852
O4 1.11722 -7.49303 1.31720  -0.4250
C16 1.69105 -8.00909 2.49374  -0.6611
N4 -0.52786 -5.37150 2.64222  -0.6018
H34 0.66653 -3.25372 1.61472  0.4717
H35 -0.91577 -3.41243 0.72496  -0.1754
H36 0.59485 -3.76817 -0.05974  -0.2797
H37 -0.68362 -5.77783 0.52026  0.1401
H38 2.07614 -5.73830 1.88274  0.4206
H39 1.86865 -5.84289 0.25574  0.2241
H40 1.37420 -7.36782 3.32200  0.3128
H41 2.77699 -8.06083 2.35923  0.2672
H42 1.40741 -9.01718 2.80173  0.2489
H43 -0.53698 -6.35493 2.88579  0.2714
H44 0.14619 -4.81711 3.15425  0.3151
C17 2.33909 0.72304 1.00301  0.0338
C18 1.20092 1.63785 0.50991  1.3395
C19 -0.14917 0.96713 0.27733  -0.7305
O5 0.08091 -0.06539 -0.68709  0.9902
C20 -1.15878 -0.73432 -0.94151  0.1886
N5 1.05131 2.77809 1.45352  -0.0625
H45 1.95718 0.36605 1.96040  0.3732
H46 3.34006 1.15073 1.00799  -0.0047
H47 2.48449 -0.10629 0.30050  -0.4878
H48 1.49184 2.23539 -0.35779  -0.7794
H49 -0.87129 1.69634 -0.09853  0.2256
H50 -0.50306 0.48885 1.19644  0.0520
H51 -1.59992 -1.03226 0.01358  -0.1433
H52 -0.93671 -1.58897 -1.58149  -0.0218
H53 -1.81912 -0.00671 -1.41964  -0.0357
H54 2.01437 2.87326 1.77792  -0.0623
H55 0.64859 2.36770 2.30088  0.2518
C21 -2.55567 -0.30188 -4.85894  -1.2761
C22 -2.11317 1.10918 -5.29345  0.7190
C23 -3.39682 1.85297 -5.89747  -0.8454
O6 -4.15033 1.01797 -6.72036  -0.3745
C24 -5.44803 0.73254 -6.27733  -0.6712
N6 -1.82590 1.78518 -3.99173  -0.3547
H56 -3.49376 -0.18484 -4.32199  0.3639
H57 -1.79967 -0.85923 -4.30018  0.0219
H58 -2.59289 -1.01556 -5.68544  0.3430
H59 -1.28460 1.12471 -5.99334  0.1197
H60 -3.06549 2.79618 -6.35163  0.4177
H61 -4.03045 2.25699 -5.09822  0.3789
H62 -5.93756 0.20815 -7.10030  0.2828
H63 -5.97525 1.64502 -5.98860  0.3292
H64 -5.57754 -0.00363 -5.47383  0.2425
H65 -1.86714 2.77710 -4.22545  0.1332
H66 -2.57892 1.64121 -3.32976  0.1016
C25 -4.17091 1.15307 1.16674  0.5427
O7 -3.94036 0.22021 0.39677  -0.3521
N7 -4.46256 0.97678 2.47451  -0.0550
N8 -4.14208 2.45752 0.77250  -0.3891
H67 -4.70277 1.78102 3.02166  0.1851
H68 -4.42483 0.02470 2.84026  0.1591
H69 -4.53993 3.15013 1.37827  0.1334
H70 -3.88684 2.65552 -0.17218  0.1235
C26 -5.84149 -2.56984 -1.46433  0.5989
O8 -7.00861 -2.18750 -1.37447  -0.7068
N9 -4.83688 -2.11639 -0.68425  -0.0270
N10 -5.40437 -3.44196 -2.43161  -0.3513
H71 -5.15750 -1.34401 -0.12325  0.0656
H72 -3.89719 -2.40921 -0.85310  -0.0139
H73 -4.43755 -3.70393 -2.42383  0.1580
H74 -6.01836 -3.73937 -3.16532  0.1857
C27 1.48517 6.64025 0.25323  0.7245
O9 2.50761 6.57355 0.93750  -0.7288
N11 1.24947 7.51543 -0.75938  -0.3415
N12 0.61776 5.57778 0.28836  -0.2422
H75 0.54122 7.30967 -1.44547  0.2072
H76 1.93344 8.24535 -0.84703  0.2230
H77 -0.15653 5.56838 -0.34729  0.1003
H78 0.78837 4.86122 0.98752  -0.0495
C28 -1.14259 -4.24027 -3.39092  0.5586
O10 -2.02506 -3.38879 -3.59108  -0.5797
N13 -0.97141 -4.85893 -2.22086  -0.1770
N14 -0.39855 -4.71667 -4.41863  -0.4547
H79 -1.74625 -4.75869 -1.58852  0.1468
H80 -0.24886 -5.54900 -2.12835  0.1422
H81 0.44908 -5.25009 -4.34630  0.1710
H82 -0.53876 -4.23220 -5.28986  0.2352
C29 4.85538 3.83624 2.41441  0.5056
O11 4.77557 4.45726 3.48112  -0.7249
N15 4.00064 4.05403 1.40358  0.1270
N16 5.79110 2.87800 2.18443  -0.2495
H83 3.30176 4.77714 1.54085  0.0877
H84 4.17540 3.71287 0.43860  0.2771
H85 6.31613 2.44581 2.91972  0.2034
H86 5.95775 2.58348 1.23968  0.0703
C30 -2.04106 6.16716 -2.45392  0.5637
O12 -1.08998 6.91349 -2.66540  -0.7094
N17 -1.83511 4.83310 -2.30332  -0.1790
N18 -3.36117 6.51997 -2.48070  -0.4680
H87 -0.90514 4.45311 -2.33862  0.1734
H88 -2.59255 4.20473 -2.49776  0.1347
H89 -3.99923 5.90406 -2.00965  0.1850
H90 -3.51251 7.51508 -2.44035  0.2689
C31 1.52839 -0.05479 -4.59926  0.4541
O13 2.15999 -1.11593 -4.48564  -0.7892
N19 1.38717 0.60416 -5.77888  -0.3266
N20 0.77918 0.42036 -3.58820  0.5219
H91 0.68722 1.31985 -5.74999  0.1073
H92 1.90813 0.33084 -6.58922  0.2475
H93 0.26039 1.28185 -3.68518  0.2223
H94 0.69208 -0.17681 -2.78648  -0.8212
C32 4.30248 -2.42542 2.94329  0.5074
O14 4.27982 -2.38463 4.16814  -0.6732
N21 3.34681 -3.10866 2.24232  -0.0458
N22 5.11107 -1.69464 2.11082  -0.2249
H95 2.70545 -3.58057 2.85818  0.1255
H96 3.03780 -2.71740 1.36724  -0.0898
H97 6.06350 -1.61398 2.42961  0.2456
H98 4.96886 -1.70183 1.11647  0.1131
C33 3.02806 -3.00579 -1.79143  0.2989
O15 3.23569 -3.71618 -0.80530  -0.6280
N23 3.70849 -3.20572 -2.96117  -0.3334
N24 2.04682 -2.07776 -1.84060  0.8919
H99 3.68048 -2.53281 -3.71138  0.1596
H100 4.47537 -3.85253 -2.92269  0.2473
H101 1.86309 -1.67119 -2.75475  0.1136
H102 1.38747 -2.08359 -1.08280  -0.8994

Atomic forces in eV per Å
C 1.759 0.187 0.428
C -1.113 1.327 0.040
C -0.853 -0.311 1.113
O 0.596 -0.525 -0.366
C 0.343 0.888 0.521
N -0.844 -0.889 -1.586
H -0.026 0.311 -0.251
H -0.703 -0.071 -0.144
H -0.229 -0.264 0.118
H 1.055 0.231 0.232
H 0.127 0.085 -0.096
H -0.124 -0.233 -0.190
H 0.151 -0.011 -0.421
H -0.142 -0.031 -0.017
H -0.381 -0.192 0.009
H -0.103 -0.740 -0.140
H 0.511 0.073 0.771
C -0.486 1.484 0.367
C 0.319 -2.541 -0.253
C 0.434 0.662 -1.433
O 0.463 -1.020 -0.240
C 0.790 1.501 0.943
N 0.129 0.599 -0.518
H 0.054 0.070 0.073
H -0.244 0.095 0.082
H -0.380 -0.629 -0.007
H -0.071 0.096 0.076
H 0.171 0.137 0.020
H -0.734 0.251 0.931
H -0.399 -0.533 0.364
H 0.019 0.072 -0.484
H -0.082 -0.827 -0.728
H 0.126 0.173 0.139
H -0.023 0.124 -0.140
C -0.231 -0.013 0.633
C 0.150 -0.027 -1.262
C 0.993 -0.924 0.449
O -0.421 -0.654 1.487
C 0.022 1.056 -1.574
N -0.406 0.224 -0.065
H 0.025 0.281 -0.017
H -0.071 -0.244 -0.090
H -0.058 -0.037 -0.352
H -0.159 0.223 0.438
H 0.022 0.836 -0.277
H -0.110 -0.302 -0.486
H -0.633 -0.153 0.131
H 0.203 0.035 0.134
H 0.446 -0.250 0.284
H -0.095 -0.012 0.134
H 0.303 -0.099 0.447
C 0.506 -0.707 -1.097
C 1.286 0.312 0.446
C 0.296 0.723 -0.484
O -0.640 -0.102 -0.414
C 0.516 0.317 0.545
N -0.752 -0.222 -1.181
H -0.251 0.071 0.171
H -0.004 0.165 0.427
H 0.093 0.141 0.030
H -0.368 -0.220 0.407
H -0.424 0.089 0.570
H -0.436 -0.441 -0.507
H 0.596 -0.008 0.221
H 0.063 0.331 0.411
H -0.606 -0.060 -0.832
H 0.135 0.189 0.675
H -0.062 -0.469 0.628
C -1.122 -0.756 -1.242
C 0.695 1.696 -0.010
C 1.681 -0.451 -0.423
O -0.663 -0.062 0.258
C 0.601 0.531 0.104
N -0.136 -1.144 1.102
H 0.725 -0.266 0.236
H -0.268 0.676 0.623
H -0.399 -0.274 0.178
H 0.067 -0.873 -0.788
H -0.161 0.010 0.095
H -0.202 0.180 0.176
H -0.178 -0.204 -0.133
H -0.271 -0.008 -0.058
H -0.321 -0.373 -0.153
H 0.036 0.796 -0.056
H -0.215 0.348 0.048
C 1.228 -0.438 -1.165
C -2.995 -0.382 1.758
C 1.061 -0.217 0.743
O 0.446 0.142 -0.431
C -0.817 -0.558 -0.290
N 1.063 1.287 -1.189
H -0.025 -0.514 0.051
H -0.028 0.694 0.762
H -0.933 0.405 -0.311
H 0.145 0.083 0.141
H 0.036 -0.271 -0.835
H 0.093 -0.550 0.464
H -0.160 0.536 -0.209
H -0.168 -0.022 -0.181
H 0.787 0.226 0.399
H 0.173 0.179 0.407
H -0.140 -0.412 -0.146
C 0.000 -0.567 -0.119
O 0.253 0.584 0.239
N -0.009 -0.043 -0.165
N 0.011 0.051 0.133
H 0.056 -0.224 0.369
H -0.151 0.204 0.079
H 0.151 0.302 -0.278
H -0.152 0.128 -0.120
C -0.595 -0.165 -1.258
O 0.712 -0.239 0.095
N -1.310 -0.190 0.445
N -0.210 -0.092 0.368
H 1.098 0.113 0.290
H 0.285 0.563 0.201
H 0.093 -0.093 -0.554
H -0.010 -0.051 0.108
C 0.971 -2.323 -0.642
O -0.529 1.208 0.062
N 0.272 0.409 0.794
N -0.087 0.725 0.144
H 0.006 0.401 -0.147
H -0.179 0.043 -0.352
H -0.289 -0.276 0.290
H -0.360 -0.220 -0.399
C -1.345 0.515 -1.376
O 0.652 -0.528 0.541
N 0.124 0.092 0.837
N 0.371 0.315 -0.990
H 0.384 -0.218 0.354
H -0.254 -0.200 0.387
H -0.032 -0.004 0.333
H 0.119 0.048 0.088
C -0.410 1.304 1.697
O 0.139 -0.903 -0.442
N -0.695 -0.332 -1.045
N 0.639 -0.687 -0.623
H 0.476 0.280 -0.125
H -0.205 0.455 1.194
H -0.003 0.345 0.157
H -0.027 -0.237 0.090
C 1.071 0.009 -1.049
O -0.676 0.253 0.556
N -0.350 -0.929 0.429
N 0.419 0.342 0.042
H 0.048 0.207 -0.137
H 0.019 -0.157 0.098
H -0.226 0.272 0.079
H -0.252 -0.085 0.059
C -0.554 -1.340 -0.180
O 0.371 0.438 -0.274
N 0.164 0.262 0.702
N 0.668 0.301 -0.314
H 0.214 0.238 -0.782
H -0.096 0.090 -0.056
H -0.400 -0.396 0.420
H -0.199 0.573 0.433
C -1.606 0.648 0.220
O 1.125 -0.352 -0.639
N -0.051 -0.368 0.393
N 1.010 0.399 0.642
H -0.326 0.243 -0.283
H -0.104 -0.580 -0.243
H -0.091 0.372 -0.063
H 0.062 -0.438 -0.027
C -0.246 -0.992 -0.014
O 0.066 0.344 0.119
N 0.285 0.139 -0.130
N 0.275 0.078 -0.084
H -0.196 0.004 0.035
H 0.031 0.075 0.099
H -0.070 -0.052 0.160
H -0.024 0.293 -0.038